Here is 7 unconnected molecules or ions with the total composition C51H105F6N4O7S at a distorted geometry from OMol25. Energies are from ωB97M-V/def2-TZVPD.

⟨S²⟩: 0.751
E_tot: -102011.644 eV
HOMO level (spin up / spin down): -0.0941 / -0.1739 Eh
Orbital gap (spin up / spin down): 2.43 / 4.58 eV
Molar mass: 1032.48 g mol⁻¹

```
! wB97M-V def2-TZVPD RIJCOSX def2/J DEFGRID3
* xyz 0 2
C -6.246 -4.426 9.645
C -6.992 -3.232 10.340
O -6.799 -2.154 9.813
O -7.544 -3.491 11.452
H -6.829 -4.609 8.742
H -6.333 -5.371 10.180
H -5.236 -4.179 9.319
C -4.810 -14.230 5.615
C -4.586 -12.740 5.640
C -5.715 -11.870 5.046
C -5.310 -10.347 4.927
N -6.595 -9.521 4.476
C -6.232 -8.197 3.716
C -7.449 -7.736 3.015
C -8.203 -9.005 2.654
C -7.436 -10.120 3.304
C -7.566 -9.227 5.740
C -6.907 -8.332 6.811
C -7.955 -7.953 7.887
H -5.714 -14.493 6.164
H -3.983 -14.680 6.164
H -4.807 -14.683 4.624
H -3.752 -12.504 4.979
H -4.463 -12.305 6.632
H -6.613 -12.014 5.646
H -5.902 -12.334 4.077
H -4.592 -10.136 4.135
H -4.924 -9.870 5.828
H -5.770 -7.461 4.375
H -5.429 -8.496 3.042
H -8.030 -6.998 3.568
H -7.078 -7.331 2.074
H -9.207 -8.940 3.075
H -8.389 -9.090 1.583
H -8.111 -10.886 3.686
H -6.651 -10.682 2.799
H -7.905 -10.187 6.130
H -8.425 -8.720 5.300
H -6.463 -7.438 6.373
H -6.184 -8.927 7.369
H -8.260 -8.887 8.358
H -8.864 -7.537 7.452
H -7.575 -7.346 8.709
C -2.095 -4.909 11.625
C -2.294 -5.333 13.090
C -3.532 -6.108 13.504
C -4.837 -5.246 13.530
N -6.031 -5.933 14.208
C -7.254 -4.908 14.364
C -7.689 -4.931 15.779
C -7.124 -6.236 16.352
C -5.777 -6.294 15.697
C -6.442 -7.281 13.465
C -6.579 -7.250 11.950
C -7.000 -8.694 11.493
H -1.240 -4.266 11.414
H -2.955 -4.338 11.276
H -1.972 -5.843 11.076
H -2.126 -4.517 13.792
H -1.475 -6.022 13.292
H -3.334 -6.552 14.480
H -3.659 -6.957 12.832
H -5.228 -4.946 12.558
H -4.668 -4.362 14.145
H -8.061 -5.155 13.675
H -6.978 -3.880 14.127
H -8.779 -4.901 15.776
H -7.403 -4.049 16.353
H -7.721 -7.101 16.061
H -7.041 -6.239 17.439
H -5.298 -7.263 15.841
H -5.066 -5.554 16.066
H -7.377 -7.721 13.811
H -5.662 -7.988 13.746
H -5.717 -6.784 11.471
H -7.340 -6.509 11.708
H -8.048 -8.991 11.525
H -6.492 -9.390 12.161
H -6.579 -8.980 10.529
C -8.000 -0.694 17.558
C -8.777 0.335 16.768
C -8.006 0.987 15.545
C -8.574 0.287 14.254
N -7.907 0.774 12.960
C -8.583 0.159 11.664
C -8.175 1.036 10.488
C -8.168 2.466 11.069
C -8.123 2.301 12.622
C -6.363 0.448 12.869
C -5.995 -0.999 13.346
C -4.511 -1.141 13.435
H -7.623 -1.587 17.061
H -8.633 -1.000 18.391
H -7.194 -0.145 18.045
H -9.029 1.087 17.515
H -9.740 -0.108 16.515
H -6.917 0.967 15.580
H -8.281 2.038 15.465
H -9.644 0.484 14.193
H -8.350 -0.774 14.365
H -8.324 -0.899 11.628
H -9.620 0.316 11.961
H -7.325 0.555 10.002
H -8.901 0.937 9.680
H -7.270 3.022 10.800
H -8.981 3.085 10.689
H -7.299 2.852 13.075
H -9.048 2.483 13.170
H -5.892 1.122 13.586
H -5.907 0.852 11.965
H -6.351 -1.742 12.632
H -6.419 -1.347 14.288
H -4.042 -0.492 14.174
H -3.956 -1.114 12.497
H -4.405 -2.145 13.847
C -15.996 -4.499 13.236
C -15.932 -4.001 11.811
C -14.488 -3.496 11.431
C -13.421 -4.604 11.351
N -11.981 -4.255 10.830
C -12.038 -3.538 9.494
C -11.040 -4.366 8.600
C -10.185 -5.203 9.452
C -11.192 -5.534 10.589
C -11.210 -3.387 11.864
C -11.013 -3.954 13.249
C -11.149 -2.960 14.400
H -16.944 -4.864 13.631
H -15.710 -3.657 13.866
H -15.271 -5.300 13.384
H -16.620 -3.155 11.828
H -16.338 -4.748 11.128
H -14.186 -2.774 12.190
H -14.501 -2.900 10.518
H -13.785 -5.381 10.680
H -13.266 -5.068 12.325
H -11.719 -2.497 9.545
H -13.022 -3.571 9.025
H -10.455 -3.601 8.089
H -11.761 -4.840 7.933
H -9.364 -4.571 9.788
H -9.663 -6.084 9.080
H -10.639 -5.896 11.456
H -11.850 -6.320 10.219
H -11.911 -2.559 11.963
H -10.265 -2.998 11.484
H -10.013 -4.296 13.516
H -11.604 -4.853 13.422
H -10.766 -3.409 15.317
H -12.217 -2.745 14.410
H -10.605 -2.051 14.144
C -7.238 2.050 6.663
O -8.169 0.967 6.698
O -6.277 1.802 5.628
C -7.900 3.484 6.900
F -8.634 3.450 8.022
F -7.035 4.501 7.029
F -8.684 3.759 5.888
C -7.769 -0.366 6.957
C -9.052 -1.157 7.309
H -9.568 -1.046 8.263
H -9.788 -1.008 6.519
H -8.860 -2.230 7.293
H -6.997 -0.471 7.719
H -7.357 -0.668 5.994
H -6.757 1.999 7.640
C -3.352 -7.655 8.486
F -4.399 -6.836 8.547
F -2.333 -7.114 9.219
F -3.805 -8.778 9.018
S -2.781 -7.928 6.631
O -2.585 -9.332 6.405
O -3.939 -7.372 5.940
O -1.596 -7.114 6.425
*
```

Atomic partial charges in e from the Löwdin method, atoms 1 to 2:
1. C -0.0196
2. C -0.7741

Here is a molecular structure, C7H6Br3NO2 at a distorted geometry from OMol25. Energies are from ωB97M-V/def2-TZVPD.

E_tot: -223064.374 eV
HOMO level: -0.3625 Eh
ΔE to the lowest compared entry with this formula, charge and spin: 127.9 kJ/mol
Orbital gap: 8.85 eV
Molar mass: 375.84 g mol⁻¹

```
! wB97M-V def2-TZVPD RIJCOSX def2/J DEFGRID3
* xyz 0 1
C 3.802 0.680 -1.334
Br 5.253 -0.628 -0.760
Br 3.812 1.143 -3.248
Br 4.074 2.320 -0.194
H 2.862 0.175 -1.110
C -3.083 -1.277 0.517
C -2.108 -1.440 1.476
C -0.877 -0.757 1.534
C -0.533 0.087 0.441
C -1.523 0.325 -0.564
C -2.802 -0.358 -0.517
N 0.643 1.003 0.448
O 1.025 1.627 -0.620
O 1.186 1.225 1.498
H -4.028 -1.783 0.386
H -2.426 -2.133 2.242
H -0.129 -1.089 2.239
H -1.478 1.127 -1.285
H -3.669 -0.246 -1.151
*
```

Atomic partial charges in e from the Löwdin method, atoms 1 to 2:
1. C -1.4572
2. Br 0.4700

Here is a molecular structure, C30H22BrCoF3IN6O at a distorted geometry from OMol25. Energies are from ωB97M-V/def2-TZVPD.

⟨S²⟩: 0.759
E_tot: -166373.955 eV
HOMO level (spin up / spin down): -0.3665 / -0.3676 Eh
Orbital gap (spin up / spin down): 6.09 / 6.12 eV
Molar mass: 805.28 g mol⁻¹

```
! wB97M-V def2-TZVPD RIJCOSX def2/J DEFGRID3
* xyz 1 2
Co 0.600 0.059 -0.354
Br -2.989 -2.303 5.635
C -1.793 -1.869 4.235
C -0.469 -2.325 4.266
C 0.392 -1.983 3.257
C -0.002 -1.158 2.175
O 0.881 -0.881 1.263
C -1.348 -0.720 2.154
C -1.904 0.138 1.119
N -1.277 0.269 -0.040
C -1.984 0.725 -1.158
C -3.315 1.064 -1.227
C -3.908 1.413 -2.459
C -3.185 1.438 -3.615
C -1.800 1.148 -3.575
C -0.966 1.169 -4.717
C 0.368 0.921 -4.580
C 0.885 0.646 -3.301
N 0.137 0.589 -2.221
C -1.205 0.829 -2.345
C -2.220 -1.095 3.191
H -0.133 -2.953 5.080
H 1.417 -2.329 3.269
H -2.960 -0.105 0.991
H -3.942 1.046 -0.347
H -4.963 1.649 -2.477
H -3.649 1.682 -4.561
H -1.398 1.377 -5.687
H 1.037 0.933 -5.428
H 1.945 0.475 -3.173
H -3.251 -0.767 3.165
N 1.526 4.004 1.023
C 2.353 3.261 1.829
C 2.252 1.983 1.376
N 1.379 1.940 0.314
C 0.957 3.168 0.136
H 1.348 4.990 1.103
H 2.938 3.700 2.615
H 2.720 1.090 1.752
H 0.262 3.492 -0.621
F 7.293 -1.321 -1.519
C 6.334 -2.251 -1.567
F 6.381 -2.826 -2.778
F 6.622 -3.191 -0.660
C 4.968 -1.656 -1.314
C 4.753 -0.293 -1.419
C 3.483 0.191 -1.162
N 2.462 -0.600 -0.827
C 2.675 -1.918 -0.745
C 3.911 -2.488 -0.981
H 5.550 0.382 -1.693
H 3.268 1.250 -1.208
H 1.823 -2.522 -0.466
H 4.040 -3.558 -0.904
I -1.411 1.899 6.724
C -1.779 2.045 4.702
C -3.067 1.990 4.195
C -3.210 2.001 2.818
C -2.078 2.038 1.989
N -0.851 2.287 2.515
C -0.705 2.239 3.817
H -3.923 1.927 4.853
H -4.192 1.920 2.368
H -2.231 2.605 1.068
H 0.296 2.372 4.214
*
```

Atomic partial charges in e from the Löwdin method, atoms 1 to 2:
1. Co 0.5496
2. Br 0.7362

Here is a molecular structure, C5H8P2 at a distorted geometry from OMol25. Energies are from ωB97M-V/def2-TZVPD.

E_tot: -23886.335 eV
HOMO level (spin up / spin down): -0.2680 / -0.2863 Eh
ΔE to the lowest compared entry with this formula, charge and spin: 408.7 kJ/mol
Orbital gap (spin up / spin down): 6.37 / 8.08 eV
Molar mass: 130.07 g mol⁻¹

```
! wB97M-V def2-TZVPD RIJCOSX def2/J DEFGRID3
* xyz 0 1
C -1.430 -1.932 -1.113
C -1.065 -0.774 -1.102
C 1.141 1.076 0.062
C -1.856 -3.309 -1.049
C 1.798 2.311 0.368
P -0.775 0.908 -1.298
P 1.164 2.909 2.065
H 1.367 0.152 0.560
H -1.034 -3.977 -1.311
H -2.674 -3.471 -1.753
H -2.205 -3.556 -0.045
H 1.592 3.112 -0.343
H 2.882 2.197 0.492
H 1.280 1.664 2.688
H -0.184 2.692 1.778
*
```

Atomic partial charges in e from the Löwdin method, atoms 1 to 2:
1. C -0.1757
2. C -0.5223

Repeat the fourth record exactly.
Here is a molecular structure, C5H8P2 at a distorted geometry from OMol25. Energies are from ωB97M-V/def2-TZVPD.

E_tot: -23886.335 eV
HOMO level (spin up / spin down): -0.2680 / -0.2863 Eh
ΔE to the lowest compared entry with this formula, charge and spin: 408.7 kJ/mol
Orbital gap (spin up / spin down): 6.37 / 8.08 eV
Molar mass: 130.07 g mol⁻¹

```
! wB97M-V def2-TZVPD RIJCOSX def2/J DEFGRID3
* xyz 0 1
C -1.430 -1.932 -1.113
C -1.065 -0.774 -1.102
C 1.141 1.076 0.062
C -1.856 -3.309 -1.049
C 1.798 2.311 0.368
P -0.775 0.908 -1.298
P 1.164 2.909 2.065
H 1.367 0.152 0.560
H -1.034 -3.977 -1.311
H -2.674 -3.471 -1.753
H -2.205 -3.556 -0.045
H 1.592 3.112 -0.343
H 2.882 2.197 0.492
H 1.280 1.664 2.688
H -0.184 2.692 1.778
*
```

Atomic partial charges in e from the Löwdin method, atoms 1 to 2:
1. C -0.1757
2. C -0.5223